Record 1
C54H56CdN2O4P3S2 | the ωB97M-V functional and the def2-TZVPD basis

Each line ends with the Mulliken charge.
Cartesian coordinates (Å):
Cd -0.044 0.131 -0.236  3.379
O 0.040 -4.272 -3.356  -0.516
C 0.256 -3.339 -2.402  -0.333
O 0.464 -2.188 -2.675  -0.404
C 0.260 -3.912 -1.019  0.355
C 0.206 -5.278 -0.802  -0.526
C 0.383 -5.729 0.501  -1.204
C 0.644 -4.812 1.498  -0.515
C 0.656 -3.453 1.179  -1.260
N 0.425 -3.012 -0.052  0.924
C 1.004 -2.422 2.229  0.062
O 1.948 -2.985 3.074  -0.651
O 1.535 -1.338 1.470  0.567
H 0.076 -3.796 -4.199  0.372
H 0.063 -5.959 -1.627  0.578
H 0.352 -6.788 0.722  0.425
H 0.842 -5.108 2.517  0.651
H 1.969 -2.389 3.846  0.784
S -0.011 1.740 2.002  -0.962
P 1.122 0.516 3.161  2.088
C 2.316 -0.342 2.198  -1.273
P 3.281 0.272 0.915  2.671
S 2.373 0.843 -0.809  -0.925
C 4.401 -1.114 0.537  -0.437
C 5.227 -1.604 1.547  -0.169
C 6.006 -2.727 1.328  -0.800
C 5.946 -3.386 0.106  -0.520
C 5.111 -2.914 -0.894  -0.570
C 4.341 -1.776 -0.680  -0.467
C 4.286 1.652 1.511  0.184
C 5.667 1.693 1.337  -0.477
C 6.390 2.801 1.756  -0.704
C 5.739 3.874 2.347  -0.689
C 4.359 3.847 2.499  -0.632
C 3.633 2.750 2.068  -0.090
C 1.984 1.489 4.427  0.250
C 1.598 2.788 4.729  -0.392
C 2.299 3.521 5.678  -0.691
C 3.393 2.959 6.321  -0.466
C 3.777 1.657 6.025  -0.669
C 3.073 0.922 5.085  -0.560
C 0.274 -0.778 3.952  -0.468
C -0.215 -1.890 3.032  3.281
C -0.892 -2.971 3.837  -1.022
C -1.171 -2.855 5.148  -0.813
C -0.822 -1.700 5.932  -1.322
C -0.103 -0.717 5.305  -0.965
H 5.234 -1.115 2.514  0.391
H 6.645 -3.102 2.118  0.403
H 6.542 -4.276 -0.059  0.371
H 5.049 -3.433 -1.842  0.413
H 3.678 -1.400 -1.450  0.367
H 6.182 0.858 0.882  0.380
H 7.464 2.823 1.620  0.414
H 6.306 4.736 2.679  0.376
H 3.841 4.685 2.949  0.440
H 2.550 2.752 2.140  0.119
H 0.753 3.221 4.207  0.401
H 1.994 4.534 5.909  0.399
H 3.946 3.535 7.053  0.374
H 4.629 1.216 6.527  0.403
H 3.368 -0.090 4.835  0.236
H -0.902 -1.513 2.251  -1.532
H -1.215 -3.858 3.302  0.373
H -1.688 -3.679 5.634  0.310
H -1.073 -1.637 6.981  0.356
H 0.213 0.148 5.882  0.349
C -0.492 0.422 -4.103  -1.549
C -0.884 1.869 -3.803  0.585
C -2.123 2.254 -4.606  -1.711
P -0.975 2.104 -1.956  -0.076
C -0.407 3.864 -1.733  0.653
C -0.719 4.358 -0.324  -0.859
C -0.838 4.911 -2.763  -1.614
C -2.710 1.970 -1.482  0.076
C -3.663 2.899 -1.920  0.194
C -5.019 2.781 -1.696  0.462
C -6.004 3.801 -2.198  -1.785
C -5.432 1.628 -1.020  -1.219
C -4.539 0.695 -0.557  -0.673
C -3.126 0.839 -0.711  -0.622
N -2.273 -0.063 -0.169  1.517
C -2.832 -1.159 0.544  -1.373
C -2.936 -2.394 -0.108  1.039
C -2.698 -2.466 -1.589  -1.505
C -3.328 -3.525 0.600  -0.765
C -3.672 -3.451 1.942  0.367
C -4.065 -4.679 2.720  -1.907
C -3.652 -2.203 2.551  -0.310
C -3.251 -1.054 1.880  1.678
C -3.267 0.266 2.590  -1.735
H -0.353 0.280 -5.179  0.537
H -1.273 -0.268 -3.772  0.178
H 0.430 0.140 -3.596  0.270
H -0.050 2.514 -4.103  0.580
H -2.992 1.687 -4.268  0.306
H -1.959 2.022 -5.663  0.527
H -2.371 3.312 -4.529  0.294
H 0.681 3.749 -1.820  0.415
H -1.798 4.418 -0.166  0.151
H -0.298 5.357 -0.182  0.492
H -0.300 3.703 0.438  -0.187
H -1.890 5.178 -2.652  0.261
H -0.668 4.599 -3.793  0.324
H -0.260 5.825 -2.599  0.501
H -3.318 3.762 -2.475  -0.171
H -5.495 4.719 -2.498  0.346
H -6.735 4.067 -1.430  0.376
H -6.565 3.439 -3.065  0.305
H -6.492 1.460 -0.850  0.346
H -4.912 -0.176 -0.033  0.514
H -3.531 -2.003 -2.127  0.482
H -2.613 -3.503 -1.923  0.527
H -1.806 -1.914 -1.878  -0.233
H -3.366 -4.482 0.086  0.341
H -3.543 -5.563 2.349  0.366
H -5.138 -4.875 2.645  0.446
H -3.819 -4.560 3.776  0.351
H -3.914 -2.122 3.601  0.161
H -3.571 0.133 3.629  0.397
H -3.962 0.960 2.108  0.379
H -2.285 0.734 2.576  0.125

As for the largest force on an atom: 0.537 eV/A. The calculation puts the energy above the lowest of the compared OMol25 structures with the same formula, charge and spin at 1.384 eV. As for the LUMO energy: 0.0829 hartree. Its total charge is -1.

=====

Record 2
C54H58Br2F3O12S | the ωB97M-V functional and the def2-TZVPD basis

Each line ends with the Mulliken charge.
Cartesian coordinates (Å):
C 0.651 2.422 -0.099  -0.978
C 2.077 1.673 -0.173  0.317
C 1.921 0.352 -1.088  0.199
C 2.903 0.335 -2.339  -0.399
C 4.263 -0.466 -2.124  -0.717
C 4.121 -1.903 -1.459  -0.065
C 3.415 -3.001 -2.377  -1.153
C 1.840 -2.857 -2.516  -0.349
C 1.035 -3.003 -1.141  -0.163
C -0.165 -4.064 -1.312  -0.934
C -1.535 -3.395 -1.774  -0.412
C -2.797 -4.118 -1.073  0.163
C -3.505 -3.155 0.008  -0.851
C -5.063 -3.451 0.167  -0.271
S -5.999 -2.485 -1.157  0.091
C -6.690 -0.905 -0.417  -0.693
C -6.559 0.348 -1.405  -0.787
C -7.650 0.291 -2.552  0.293
F -8.902 -0.217 -2.108  -0.282
Br -8.040 2.139 -3.198  -0.022
C -7.212 -0.590 -3.826  0.591
F -5.821 -0.758 -3.917  -0.198
F -7.583 0.126 -4.983  -0.239
Br -8.135 -2.322 -3.949  -0.081
H 0.541 2.800 0.963  0.163
H 0.691 3.264 -0.866  0.249
H -0.227 1.726 -0.292  0.258
H 2.307 1.336 0.888  -0.324
H 2.916 2.340 -0.532  0.405
H 2.008 -0.535 -0.399  -0.167
H 0.852 0.325 -1.498  0.162
H 2.381 0.018 -3.304  0.382
H 3.203 1.424 -2.522  -0.046
H 5.026 0.174 -1.581  0.285
H 4.694 -0.645 -3.171  0.334
H 5.190 -2.283 -1.297  0.355
H 3.649 -1.900 -0.426  -0.097
H 3.594 -4.004 -1.852  0.342
H 3.916 -3.121 -3.397  0.333
H 1.495 -3.729 -3.173  0.573
H 1.488 -1.922 -3.040  0.048
H 1.678 -3.340 -0.275  0.356
H 0.524 -2.022 -0.858  -0.038
H -0.375 -4.582 -0.317  0.421
H 0.077 -4.873 -2.072  0.240
H -1.709 -3.450 -2.901  0.325
H -1.622 -2.293 -1.507  0.241
H -3.577 -4.447 -1.829  -0.508
H -2.494 -5.049 -0.501  0.505
H -3.372 -2.056 -0.248  0.303
H -3.013 -3.415 1.005  0.334
H -5.252 -4.564 0.052  0.561
H -5.488 -3.139 1.176  0.029
H -7.043 -3.346 -1.509  0.301
H -6.065 -0.709 0.511  0.429
H -7.751 -1.126 -0.106  0.426
H -6.783 1.283 -0.790  0.480
H -5.502 0.481 -1.790  0.366
C 6.284 -0.664 3.401  -0.475
C 5.380 -0.758 2.426  -0.254
C 3.976 -0.347 2.641  0.292
O 3.148 -0.434 1.752  -0.462
C 3.614 0.173 3.976  -0.347
C 4.517 0.268 4.951  -0.416
C 5.921 -0.143 4.737  0.349
O 6.746 -0.055 5.625  -0.590
H 7.316 -0.960 3.263  0.462
H 5.628 -1.136 1.442  0.450
H 2.582 0.471 4.113  0.444
H 4.268 0.647 5.935  0.441
C 1.958 6.360 3.523  -0.421
C 1.472 7.546 3.156  -0.336
C 0.039 7.722 2.835  0.350
O -0.405 8.801 2.499  -0.544
C -0.833 6.531 2.938  -0.346
C -0.346 5.346 3.304  -0.227
C 1.086 5.170 3.625  0.421
O 1.529 4.088 3.962  -0.562
H 3.004 6.213 3.761  0.448
H 2.097 8.427 3.076  0.410
H -1.879 6.678 2.700  0.399
H -0.970 4.465 3.384  0.402
C 5.105 3.019 -4.786  -0.110
C 5.598 3.468 -5.940  -0.425
C 5.740 4.917 -6.202  0.284
O 6.188 5.326 -7.254  -0.536
C 5.316 5.848 -5.134  -0.395
C 4.822 5.399 -3.980  -0.398
C 4.680 3.950 -3.718  0.363
O 4.232 3.539 -2.665  -0.477
H 4.992 1.962 -4.577  0.412
H 5.914 2.800 -6.732  0.427
H 5.428 6.904 -5.342  0.402
H 4.506 6.066 -3.187  0.422
C -4.869 -4.476 -4.484  0.513
C -4.661 -3.839 -5.636  -0.309
C -3.978 -4.506 -6.767  0.137
O -3.786 -3.927 -7.816  -0.524
C -3.538 -5.905 -6.569  -0.413
C -3.747 -6.540 -5.415  -0.537
C -4.429 -5.872 -4.286  0.522
O -4.623 -6.449 -3.232  -0.582
H -5.367 -4.004 -3.646  -0.040
H -4.978 -2.816 -5.797  0.459
H -3.041 -6.377 -7.406  0.434
H -3.431 -7.562 -5.252  0.441
C -7.717 -3.813 3.575  -0.303
C -8.696 -4.256 4.364  -0.413
C -9.698 -3.331 4.937  0.257
O -10.588 -3.733 5.655  -0.503
C -9.573 -1.896 4.599  -0.404
C -8.593 -1.454 3.811  -0.385
C -7.593 -2.379 3.239  0.532
O -6.696 -1.973 2.514  -0.535
H -6.975 -4.475 3.148  0.431
H -8.803 -5.303 4.620  0.423
H -10.315 -1.233 5.026  0.421
H -8.486 -0.407 3.554  0.427
C 9.891 4.478 5.891  -0.335
C 9.052 5.455 6.236  -0.374
C 7.681 5.160 6.706  0.394
O 6.916 6.052 7.018  -0.557
C 7.277 3.740 6.780  -0.388
C 8.115 2.761 6.436  -0.289
C 9.486 3.057 5.966  0.260
O 10.251 2.166 5.653  -0.541
H 10.897 4.675 5.545  0.411
H 9.332 6.500 6.188  0.414
H 6.270 3.542 7.127  0.421
H 7.834 1.716 6.484  0.592

As for the largest force on an atom: 2.720 eV/A. As for the LUMO energy: -0.1569 hartree. Its total charge is +1.

=====

Record 3
C54H61CoF3N6SSb | the ωB97M-V functional and the def2-TZVPD basis

Each line ends with the Mulliken charge.
Cartesian coordinates (Å):
Co -0.107 0.267 -0.265  1.088
C -3.700 -3.834 -1.398  -0.903
C -2.589 -4.286 -0.456  -0.696
N -2.363 -3.371 0.653  -0.182
C -1.716 -2.183 0.565  -0.417
S -0.711 -1.903 -0.838  -0.643
N -1.940 -1.374 1.578  -1.178
N -1.259 -0.175 1.507  1.429
C -1.958 1.111 1.884  0.838
C -3.280 1.094 2.618  -1.277
C -0.274 2.484 1.346  0.990
C -0.175 3.881 1.759  -0.519
C 0.815 4.691 1.300  -1.010
C 1.794 4.153 0.444  -1.318
C 1.693 2.808 0.081  -0.710
N 0.744 1.998 0.474  1.360
H -3.844 -4.565 -2.196  0.416
H -3.445 -2.875 -1.850  0.139
H -4.644 -3.724 -0.859  0.312
H -1.654 -4.395 -1.001  0.320
H -2.833 -5.256 -0.022  0.435
H -3.016 -3.408 1.422  0.292
H -3.877 0.224 2.341  0.059
H -3.840 1.995 2.374  0.384
H -3.132 1.088 3.693  0.801
H -0.933 4.252 2.440  0.555
H 0.868 5.730 1.602  0.458
H 2.607 4.754 0.064  0.557
H 2.444 2.375 -0.569  0.425
C -2.364 -2.681 4.553  -1.616
C -2.085 -1.175 4.637  2.268
C -2.875 -0.551 5.793  -2.050
C -0.586 -0.955 4.747  1.045
C -0.031 -1.310 5.976  -0.593
C 1.331 -1.296 6.196  -1.327
C 2.162 -1.023 5.129  -1.000
C 1.662 -0.690 3.873  0.377
C 2.713 -0.566 2.779  -0.073
C 3.124 0.883 2.516  -1.665
C 2.337 -1.308 1.502  -0.191
C 0.271 -0.548 3.693  -0.251
N -0.103 0.139 2.461  1.130
C -0.633 1.509 2.556  -0.827
C -1.781 2.086 0.681  -1.429
N -1.660 1.518 -0.591  0.453
C -2.443 1.899 -1.673  -0.897
C -1.882 1.867 -2.975  0.532
C -2.589 2.379 -4.053  -0.466
C -3.866 2.898 -3.916  -1.457
C -4.473 2.798 -2.680  -0.415
C -3.813 2.265 -1.577  0.522
C -4.660 1.928 -0.363  1.765
C -5.302 3.153 0.290  -1.864
C -5.734 0.898 -0.730  -1.723
C -0.519 1.263 -3.265  3.587
C -0.626 0.092 -4.248  -1.379
C 0.469 2.315 -3.763  -1.306
H -3.441 -2.861 4.483  0.407
H -1.986 -3.203 5.435  0.331
H -1.885 -3.103 3.669  0.296
H -2.433 -0.774 3.699  -1.248
H -2.763 -1.129 6.713  0.505
H -3.940 -0.529 5.554  0.385
H -2.547 0.469 6.005  0.398
H -0.693 -1.608 6.778  0.332
H 1.740 -1.534 7.170  0.394
H 3.237 -1.090 5.254  0.403
H 3.589 -1.079 3.180  0.921
H 2.268 1.454 2.165  0.269
H 3.914 0.928 1.758  0.293
H 3.499 1.350 3.429  0.429
H 1.630 -0.730 0.906  -0.166
H 1.872 -2.271 1.718  0.479
H 3.225 -1.483 0.894  -0.179
H -0.567 1.953 3.547  0.496
H -2.438 2.959 0.734  0.311
H -2.128 2.375 -5.035  0.344
H -4.391 3.317 -4.765  0.399
H -5.509 3.102 -2.571  0.292
H -4.013 1.432 0.353  -0.646
H -5.973 3.654 -0.411  0.391
H -4.552 3.884 0.601  0.342
H -5.892 2.868 1.166  0.379
H -6.464 1.311 -1.430  0.367
H -6.271 0.572 0.166  0.412
H -5.277 0.023 -1.196  0.408
H -0.114 0.853 -2.335  -1.675
H -0.922 0.443 -5.238  0.413
H -1.370 -0.629 -3.904  0.285
H 0.333 -0.423 -4.347  0.248
H 0.096 2.793 -4.671  0.378
H 1.436 1.865 -4.002  0.185
H 0.612 3.096 -3.010  0.256
F 7.490 -3.648 0.292  -0.355
C 6.517 -2.881 -0.237  0.344
C 6.640 -1.509 -0.166  -0.821
C 5.632 -0.726 -0.715  -0.283
C 4.525 -1.308 -1.329  -0.180
C 4.437 -2.698 -1.375  -0.243
C 5.435 -3.496 -0.834  -0.690
Sb 2.902 -0.089 -2.038  0.516
C 2.466 -1.277 -3.765  0.344
C 1.639 -2.387 -3.586  -0.298
C 1.265 -3.181 -4.661  -0.969
C 1.716 -2.832 -5.918  0.337
F 1.352 -3.590 -6.971  -0.358
C 2.516 -1.730 -6.138  -0.898
C 2.888 -0.950 -5.051  -0.364
C 4.198 1.347 -2.979  0.385
C 3.895 2.707 -2.949  -0.370
C 4.732 3.646 -3.542  -0.690
C 5.879 3.200 -4.163  0.233
F 6.699 4.099 -4.737  -0.350
C 6.219 1.862 -4.215  -0.803
C 5.372 0.941 -3.617  -0.496
H 7.507 -1.070 0.310  0.449
H 5.722 0.353 -0.660  0.496
H 3.589 -3.178 -1.848  0.426
H 5.382 -4.576 -0.867  0.473
H 1.244 -2.627 -2.603  0.361
H 0.622 -4.042 -4.538  0.468
H 2.832 -1.487 -7.144  0.449
H 3.506 -0.077 -5.220  0.393
H 2.989 3.058 -2.473  -0.011
H 4.501 4.703 -3.527  0.490
H 7.127 1.558 -4.718  0.449
H 5.635 -0.110 -3.651  0.577

As for the largest force on an atom: 1.128 eV/A. As for the LUMO energy (alpha / beta): 0.0173 / -0.0585 hartree. Its spin multiplicity is 5.

=====

Question: What is the formula in the first record?
Answer: C54H56CdN2O4P3S2